1.
Below is C23H36N9O2Ru as an isolated structure, with properties calculated with ωB97M-V with the def2-TZVPD basis set.

Output
E_LUMO (spin up / spin down), eV: -6.9 / -7.4
E_HOMO (spin up / spin down), eV: -13.50 / -13.48
Spin multiplicity: 2
Total charge: +2
Frontier orbital gap (spin up / spin down), eV: 6.61 / 6.05

Cartesian coordinates (Å):
Ru: -0.2043 -0.8764 0.4393
O: -0.1826 -0.8946 2.6092
C: -0.8642 -1.9043 3.4086
C: -0.1305 -3.2273 3.3683
C: 0.2026 -3.6604 1.9352
C: -1.0057 -3.7007 1.0380
C: -1.7728 -4.8518 0.9657
C: -2.8555 -4.9175 0.1063
C: -3.1309 -3.8248 -0.7016
C: -2.3375 -2.7069 -0.5877
N: -1.3202 -2.6197 0.2885
H: 0.7269 -0.7746 2.9187
H: -1.8554 -1.9827 2.9631
H: -0.9681 -1.5182 4.4210
H: -0.7616 -3.9763 3.8516
H: 0.7894 -3.1732 3.9551
H: 0.6501 -4.6538 1.9498
H: 0.9672 -3.0031 1.5096
H: -1.4950 -5.7027 1.5732
H: -3.4573 -5.8145 0.0487
H: -3.9382 -3.8363 -1.4194
H: -2.4975 -1.8439 -1.2112
C: 1.3356 2.3757 -0.4741
N: 2.5377 1.5621 -0.5412
C: 3.7020 2.2323 -1.1463
C: 4.6999 1.2043 -1.6226
C: 5.0379 0.2831 -0.4737
N: 3.8075 -0.2683 0.1135
C: 3.9739 -1.5357 0.8134
C: 2.6465 0.3903 0.0778
O: 1.6315 -0.1337 0.7011
H: 1.0759 2.7074 -1.4804
H: 1.5147 3.2556 0.1480
H: 0.5138 1.8016 -0.0588
H: 4.1418 2.9053 -0.4043
H: 3.3290 2.8216 -1.9803
H: 5.5985 1.7020 -1.9830
H: 4.2760 0.6420 -2.4567
H: 5.5966 0.8101 0.3045
H: 5.6430 -0.5601 -0.8027
H: 4.4092 -2.2671 0.1334
H: 3.0220 -1.9087 1.1702
H: 4.6480 -1.4041 1.6614
C: -3.1728 0.5724 -1.6835
N: -2.4401 1.6726 -1.0604
C: -2.2754 2.8700 -1.8948
C: -1.9901 1.6108 0.1915
N: -1.5897 0.4477 0.7747
N: -1.9568 2.7287 0.9385
C: -2.9558 3.7932 0.7957
C: -1.1532 2.8237 2.1542
H: -3.8783 1.0004 -2.3924
H: -3.7254 0.0195 -0.9264
H: -2.5180 -0.0891 -2.2449
H: -1.9507 2.5486 -2.8828
H: -1.5240 3.5257 -1.4641
H: -3.2129 3.4141 -2.0071
H: -1.6783 0.5207 1.7826
H: -3.7362 3.4914 0.1064
H: -2.4986 4.7194 0.4489
H: -3.4083 3.9693 1.7715
H: -1.7191 2.5066 3.0348
H: -0.8715 3.8655 2.2963
H: -0.2466 2.2300 2.0688
N: -0.0061 -0.7915 -1.5318
C: 0.0742 -0.1404 -2.5016
C: 0.1425 0.6221 -3.6302
C: 1.3478 1.3328 -3.8662
N: 2.3150 1.9354 -4.0316
C: -1.0309 0.7795 -4.4146
N: -2.0406 0.8689 -4.9610



2.
Below is an isolated ion of composition C8H9BrFN2O and charge +1 in a non-equilibrium geometry, with properties calculated with ωB97M-V with the def2-TZVPD basis set.

Output
E_LUMO, eV: -4.9
E_HOMO, eV: -13.46
SMILES string: N[C@]([NH3+])(Br)C(=O)c1ccc(F)cc1
Total charge: +1
Frontier orbital gap, eV: 8.54

Cartesian coordinates (Å):
N: 2.9741 1.4001 -0.3240
C: 2.0819 0.3897 -0.0352
N: 1.5531 0.5189 1.5538
Br: 2.9637 -1.5213 0.0006
C: 0.7766 0.5621 -0.8987
O: 0.9706 1.3059 -1.8470
C: -0.4347 -0.0806 -0.4809
C: -0.7193 -1.1636 0.4131
C: -2.0435 -1.5989 0.6480
C: -3.0601 -0.9814 -0.0348
F: -4.2964 -1.3567 0.3714
C: -2.8379 -0.0912 -1.0374
C: -1.5969 0.3496 -1.1913
H: 3.8981 1.2898 -0.4342
H: 2.4737 1.9845 -1.0381
H: 2.0856 -0.0754 2.1026
H: 1.6468 1.5239 1.7747
H: 0.6231 0.2068 1.8656
H: 0.1344 -1.8275 0.8171
H: -2.1482 -2.3754 1.4678
H: -3.6241 0.4859 -1.6861
H: -1.4207 1.0548 -2.0070



3.
Below is one molecule with the formula FHN2O3 in a non-equilibrium geometry, with properties calculated with ωB97M-V with the def2-TZVPD basis set.

Output
E_LUMO, eV: 0.1
E_HOMO, eV: -11.17
SMILES string: O=[N+]([O-])N(O)F
Frontier orbital gap, eV: 11.23

Cartesian coordinates (Å):
O: 0.8777 1.3998 0.6479
N: 1.0082 0.4399 -0.0010
O: 1.9064 -0.2019 -0.3134
N: -0.3565 -0.0115 -0.5585
O: -1.2588 0.2530 0.4869
F: -0.2310 -1.4755 -0.5767
H: -1.9460 -0.4038 0.3148



4.
Below is C54H31N21OSc as an isolated structure in a non-equilibrium geometry, with properties calculated with ωB97M-V with the def2-TZVPD basis set.

Output
E_LUMO (spin up / spin down), eV: 0.8 / 0.8
E_HOMO (spin up / spin down), eV: -4.24 / -4.06
Total charge: -1
Frontier orbital gap (spin up / spin down), eV: 5.07 / 4.82

Cartesian coordinates (Å):
Sc: -2.2478 2.2778 0.9792
C: -8.0091 5.7718 -0.1284
C: -7.9345 5.2047 -1.4140
C: -6.7756 4.5457 -1.8270
C: -5.7925 4.3893 -0.9081
C: -4.5439 3.6128 -0.9267
N: -4.1634 3.1828 -2.1510
C: -3.0291 2.5328 -2.3500
C: -2.6316 1.9626 -3.6531
C: -3.2149 1.9770 -4.9202
C: -2.5643 1.2501 -5.8926
C: -1.2762 0.6730 -5.7242
C: -0.7145 0.6171 -4.4286
C: -1.3797 1.3111 -3.4193
C: -0.9504 1.7550 -2.0464
N: 0.2634 1.5427 -1.5835
C: 0.7700 1.9477 -0.4346
N: 0.0220 2.4572 0.6200
C: 0.9272 3.1247 1.4384
N: 0.6519 4.1163 2.2966
C: -0.5370 4.6439 2.4902
N: -1.7468 4.2609 1.9618
C: -2.6884 5.2127 2.3911
N: -3.9285 5.3820 1.9451
C: -4.5325 4.6695 1.0419
N: -3.8849 3.6780 0.2587
C: -5.8152 5.0154 0.3718
C: -6.9430 5.6698 0.7938
C: -2.0787 6.1769 3.2584
C: -2.5016 7.3842 3.8239
C: -1.5712 8.0861 4.5588
C: -0.1888 7.8203 4.4875
C: 0.2638 6.6721 3.8564
C: -0.6991 5.8144 3.3367
C: 2.3264 2.8602 1.0108
C: 3.5118 3.4968 1.4062
C: 4.5918 3.3626 0.5922
C: 4.5568 2.6307 -0.6556
C: 3.3381 2.1192 -1.1144
C: 2.2390 2.1839 -0.2232
N: -2.0148 2.3375 -1.4031
H: -8.8346 6.3772 0.1895
H: -8.7945 5.2331 -2.0731
H: -6.6774 4.0135 -2.7805
H: -4.1532 2.4853 -5.1423
H: -3.0670 1.1598 -6.8546
H: -0.8298 0.0827 -6.5651
H: 0.2745 0.1659 -4.2057
H: -6.9266 6.1442 1.7739
H: -3.4908 7.8043 3.7344
H: -1.8872 8.9836 5.1744
H: 0.4598 8.4873 4.9944
H: 1.3231 6.3977 3.9021
H: 3.5659 4.1175 2.2868
H: 5.5391 3.8416 0.8819
H: 5.4910 2.5188 -1.2165
H: 3.2527 1.7446 -2.1002
C: 7.6452 -10.9905 -3.1238
O: 7.6673 -10.2223 -1.7962
C: 6.6305 -9.4594 -1.4454
C: 6.8415 -8.6968 -0.2336
C: 5.9833 -7.6924 0.0710
C: 4.9085 -7.3297 -0.7914
C: 4.7018 -8.0798 -1.9644
C: 5.4911 -9.1560 -2.2665
C: 4.0670 -6.2653 -0.4343
N: 3.0828 -5.9161 -1.2698
C: 2.4160 -4.8948 -0.6243
C: 3.0404 -4.6076 0.6235
N: 4.0113 -5.5953 0.7396
C: 2.6038 -3.6380 1.4792
C: 3.1341 -3.3887 2.7430
C: 2.4927 -2.4452 3.5341
C: 1.3744 -1.7677 3.0083
N: 0.8769 -1.9218 1.7771
C: 1.4935 -2.8799 1.0174
C: 0.8823 -3.0585 -0.2563
N: -0.0421 -2.1626 -0.6062
C: -0.6349 -2.3727 -1.7628
C: -0.3753 -3.4530 -2.6179
C: 0.6124 -4.3400 -2.3410
C: 1.2921 -4.1335 -1.1213
H: 8.5309 -11.6054 -3.0648
H: 7.6700 -10.2833 -4.0123
H: 6.6613 -11.5624 -3.1517
H: 7.6380 -8.9894 0.4758
H: 6.0528 -7.0780 0.9878
H: 3.8811 -7.7789 -2.6066
H: 5.3025 -9.7549 -3.1629
H: 4.6662 -5.7698 1.5069
H: 4.0963 -3.8137 3.0308
H: 2.8356 -2.3519 4.5784
H: 0.8626 -1.0596 3.6037
H: -1.4641 -1.6698 -1.9894
H: -1.0546 -3.5558 -3.4805
H: 0.9103 -5.2160 -2.9090
N: -4.3047 0.0442 2.7925
C: -4.1798 -0.2575 1.3850
N: -4.7267 -1.3361 0.8035
N: -4.4299 -1.2025 -0.4952
N: -3.5450 -0.2079 -0.6430
N: -3.3466 0.4397 0.5354
C: -3.2276 0.5403 3.5303
N: -2.9918 0.2643 4.7836
N: -1.8325 0.9930 5.1376
N: -1.4179 1.6389 4.0156
N: -2.2270 1.3676 2.9730
H: -4.9057 -0.6137 3.3224



5.
Below is one molecule with the formula C4H6O in a non-equilibrium geometry, with properties calculated with ωB97M-V with the def2-TZVPD basis set.

Output
E_LUMO, eV: 0.9
E_HOMO, eV: -9.56
SMILES string: C#CCOC
Frontier orbital gap, eV: 10.45

Cartesian coordinates (Å):
C: -0.5237 1.1144 -1.5236
C: 0.4588 1.3568 -0.8618
C: 0.8034 0.8554 0.4845
O: -0.3144 0.0720 0.8744
C: -0.3788 -1.2577 0.4024
H: -1.4358 0.8253 -1.9827
H: 0.8819 1.6541 1.2270
H: 1.7307 0.2680 0.4874
H: 0.4534 -1.5319 -0.2604
H: -1.3150 -1.4683 -0.1404
H: -0.3605 -1.8880 1.2931



6.
Below is one molecule with the formula C4H9N in a non-equilibrium geometry, with properties calculated with ωB97M-V with the def2-TZVPD basis set.

Output
E_LUMO, eV: 1.2
E_HOMO, eV: -8.55
SMILES string: C1CCNC1
Frontier orbital gap, eV: 9.73

Cartesian coordinates (Å):
C: 0.4457 0.4166 -1.0367
C: -0.3972 1.0973 0.0079
C: -0.1150 0.2357 1.3312
N: 0.2258 -1.1124 0.7518
C: 0.1600 -1.1020 -0.6996
H: 0.2498 0.7102 -2.0363
H: 1.5497 0.6559 -1.0289
H: -0.1114 2.1721 0.2703
H: -1.4764 1.1555 -0.1979
H: -1.0968 0.2689 1.8896
H: 0.8270 0.4860 1.8966
H: -0.3257 -1.8014 1.1088
H: 0.9738 -1.6727 -1.1989
H: -0.9093 -1.5098 -1.0581



Record order is preserved below.
Total energy: -1635.67063, -3168.57294, -435.44472, -4062.51245, -231.11409, -212.51837 a.u.
Record order is preserved below.
Relative energy (zero: lowest compared OMol25 entry of this formula, charge and spin): 12.2, 0.0, 163.1, 0.0, 287.8, 86.1 kJ/mol